(1)
{"formula": "C19H49Br3ClN6O12P2", "method": "ωB97M-V with the def2-TZVPD basis set", "elements": ["Cl", "O", "O", "O", "O", "C", "Br", "Br", "Br", "H", "O", "P", "N", "C", "C", "N", "C", "C", "N", "C", "C", "H", "H", "H", "H", "H", "H", "H", "H", "H", "H", "H", "H", "H", "H", "H", "H", "H", "H", "O", "P", "N", "C", "C", "N", "C", "C", "N", "C", "C", "H", "H", "H", "H", "H", "H", "H", "H", "H", "H", "H", "H", "H", "H", "H", "H", "H", "H", "C", "O", "C", "O", "O", "C", "H", "H", "H", "H", "H", "H", "C", "O", "C", "O", "O", "C", "H", "H", "H", "H", "H", "H"], "xyz": [[9.70, 1.58, 13.39], [11.06, 1.85, 13.83], [9.32, 2.65, 12.48], [9.64, 0.36, 12.62], [8.86, 1.47, 14.54], [9.86, 4.96, 15.53], [10.40, 5.94, 17.13], [10.23, 5.96, 13.88], [7.97, 4.50, 15.62], [10.38, 4.01, 15.46], [7.90, -1.28, 10.00], [7.20, -2.50, 10.48], [8.12, -3.88, 10.51], [8.28, -4.80, 9.39], [9.24, -3.90, 11.46], [5.87, -2.89, 9.52], [5.12, -4.09, 9.84], [5.08, -1.76, 9.07], [6.61, -2.29, 12.03], [6.24, -3.39, 12.93], [6.48, -1.00, 12.65], [9.34, -4.83, 9.12], [7.66, -4.48, 8.56], [8.00, -5.81, 9.71], [9.57, -4.92, 11.62], [8.95, -3.51, 12.43], [10.04, -3.29, 11.02], [4.56, -3.96, 10.78], [4.43, -4.37, 9.04], [5.82, -4.91, 10.00], [4.54, -1.28, 9.90], [5.75, -1.04, 8.60], [4.41, -2.09, 8.28], [6.40, -4.37, 12.49], [6.85, -3.27, 13.83], [5.19, -3.29, 13.21], [6.60, -0.24, 11.87], [7.25, -0.71, 13.38], [5.51, -0.86, 13.13], [11.75, -0.32, 9.89], [13.21, -0.43, 10.13], [13.69, -1.86, 10.90], [13.21, -2.13, 12.24], [14.11, -3.01, 10.14], [13.87, 0.74, 11.15], [15.17, 0.64, 11.75], [13.23, 2.07, 11.34], [14.09, -0.43, 8.68], [13.59, 0.38, 7.56], [15.55, -0.53, 8.69], [13.30, -1.26, 12.89], [13.75, -2.96, 12.70], [12.16, -2.45, 12.28], [13.33, -3.79, 10.17], [14.99, -3.54, 10.54], [14.37, -2.84, 9.10], [15.95, 1.09, 11.11], [15.19, 1.19, 12.69], [15.48, -0.39, 11.93], [12.17, 1.82, 11.26], [13.37, 2.37, 12.37], [13.51, 2.76, 10.54], [12.55, 0.09, 7.40], [13.62, 1.44, 7.85], [14.21, 0.17, 6.70], [15.89, -0.84, 7.70], [15.91, -1.23, 9.44], [15.96, 0.47, 8.87], [11.31, -6.54, 15.21], [11.62, -5.16, 15.20], [10.64, -4.31, 14.96], [9.48, -4.60, 14.74], [11.13, -3.08, 14.97], [10.21, -1.97, 14.90], [10.87, -6.80, 16.18], [12.22, -7.13, 15.18], [10.63, -6.83, 14.41], [9.40, -2.21, 15.60], [9.82, -1.98, 13.89], [10.56, -1.01, 15.25], [5.82, 2.81, 13.26], [4.78, 2.82, 12.28], [5.15, 2.48, 11.02], [6.25, 2.15, 10.72], [4.08, 2.58, 10.27], [4.21, 2.35, 8.88], [5.32, 3.34, 14.07], [6.72, 3.35, 12.96], [6.12, 1.80, 13.55], [5.09, 1.78, 8.56], [4.15, 3.31, 8.38], [3.44, 1.65, 8.53]], "mulliken_charge": [1.69, -0.74, -0.70, -0.43, -0.65, -0.08, -0.09, -0.05, -0.01, 0.14, -1.00, 0.54, 0.59, -1.24, -1.11, 0.14, -0.97, -1.02, 0.78, -1.26, -1.17, 0.34, 0.40, 0.33, 0.54, -0.22, 0.53, 0.26, 0.36, 0.29, 0.29, 0.27, 0.40, 0.33, 0.39, 0.29, 0.18, 0.24, 0.42, -0.79, 0.36, 0.63, -1.04, -1.12, 0.57, -1.09, -1.05, 0.08, -0.89, -1.15, 0.29, 0.50, 0.01, 0.27, 0.30, 0.40, 0.23, 0.37, 0.40, 0.21, 0.44, 0.14, 0.24, 0.27, 0.34, 0.38, 0.36, 0.31, -0.69, -0.37, 0.93, -0.56, -0.36, -0.50, 0.30, 0.24, 0.29, 0.39, 0.07, 0.31, -0.52, -0.44, 0.90, -0.54, -0.37, -0.73, 0.25, 0.27, 0.28, 0.33, 0.28, 0.29], "fmax_ha_per_bohr": 0.0529, "relative_energy_kj_mol": 0.0, "charge": -1, "orbital_gap_ev": 8.157}

(2)
{"formula": "CHClF2O", "method": "ωB97M-V with the def2-TZVPD basis set", "elements": ["C", "O", "F", "F", "Cl", "H"], "xyz": [[0.53, -0.59, 0.13], [2.20, 0.16, -0.67], [0.00, -0.94, -0.98], [0.96, -1.65, 0.76], [3.53, 0.35, 0.43], [-0.11, 0.15, 0.60]], "nbo_charge": [0.85, -0.64, -0.28, -0.27, 0.17, 0.17], "fmax_ha_per_bohr": 0.0684, "relative_energy_kj_mol": 420.6, "orbital_gap_ev": [9.448, 9.448]}

Which formula does entry 2 have? CHClF2O